Here is a cluster of 2 separate species, C4H6Br3N3 in total at a distorted geometry from the OMol25 dataset. Energies are from ωB97M-V/def2-TZVPD.

The molar mass is 335.825 g mol⁻¹. Its total energy is -8041.5738 hartree. As for the energy above the lowest of the compared OMol25 structures with the same formula, charge and spin: 82.5 kJ/mol. The orbital gap is 8.72 eV. The LUMO energy comes out at -0.326 Eh. The net charge is +2.

Geometry as XYZ:
```
16
Properties=species:S:1:pos:R:3:forces:R:3
C 0.2045 -0.7351 2.7734 2.244 0.207 1.100
C -2.0573 -1.8591 -0.6579 1.976 -2.162 -0.919
C -2.6952 0.4281 -1.2551 -1.612 -0.781 -0.011
C 2.5637 -0.2162 3.5016 2.044 -1.720 2.427
N 1.3008 -0.6070 3.1064 -3.023 0.034 -1.442
N -0.9033 -1.6171 -0.2289 -0.253 -0.279 -0.594
N -2.9432 -0.8246 -0.8886 -1.167 3.082 0.420
Br -1.5113 -0.8796 2.6017 -1.005 -0.069 0.362
Br -2.7965 -3.4774 -1.4049 0.413 0.556 0.531
Br -1.0061 1.1283 -1.4817 -1.380 -0.001 -0.180
H -3.7362 0.9407 -1.4463 2.605 -0.083 0.217
H 2.8185 -0.9147 4.4045 0.293 0.447 -2.146
H 3.2664 -0.1588 2.6463 -0.313 -0.163 0.847
H 2.4909 0.6454 4.1269 -0.213 1.423 -0.362
H -0.1899 -2.3542 -0.3231 -0.755 -0.029 0.184
H -3.9322 -0.9816 -0.6838 0.146 -0.462 -0.433
```
Forces are in eV/Å.